Model 1:
Here is 10 unconnected molecules or ions with the total composition H19O10 from OMol25. Energies are from the ωB97M-V functional and the def2-TZVPD basis.

Each line ends with the Löwdin charge.
Positions of all 29 atoms, in Å:
O (0.222, -0.304, 0.452)  -0.06
H (-0.184, -0.367, -0.434)  0.09
O (0.670, 1.797, -0.999)  -0.03
H (-0.042, 2.362, -0.700)  0.07
H (0.711, 1.097, -0.347)  -0.03
O (-0.515, -1.805, 2.568)  -0.01
H (-0.896, -1.173, 3.178)  0.05
H (-0.244, -1.279, 1.816)  -0.05
O (3.421, 1.167, -0.386)  -0.04
H (3.429, 1.895, -1.008)  0.04
H (2.492, 0.998, -0.227)  -0.03
O (1.703, 0.727, 2.382)  -0.01
H (1.054, 0.226, 1.887)  -0.05
H (2.371, 0.085, 2.621)  0.06
O (-1.681, 1.193, 1.879)  -0.01
H (-0.976, 0.749, 1.407)  -0.03
H (-1.371, 1.241, 2.783)  0.06
O (-2.468, -1.052, 0.203)  0.01
H (-2.648, -0.124, 0.351)  0.05
H (-1.539, -1.152, 0.411)  -0.01
O (-1.324, 0.823, -3.201)  -0.03
H (-0.951, 0.756, -4.080)  0.07
H (-0.616, 1.184, -2.667)  0.01
O (-2.335, -1.530, -2.452)  -0.07
H (-1.808, -0.764, -2.681)  -0.05
H (-2.262, -1.594, -1.499)  -0.03
O (2.129, -2.048, -0.361)  0.01
H (1.425, -1.690, 0.179)  -0.01
H (2.232, -1.416, -1.073)  0.04

The expectation value of S² is 0.755. The net charge is 0. As for the multiplicity: 2. Its HOMO-LUMO gap (alpha / beta) is 10.1 / 4.1 eV.


Model 2:
Here is 10 unconnected molecules or ions with the total composition H19O10 from OMol25. Energies are from the ωB97M-V functional and the def2-TZVPD basis.

Each line ends with the Löwdin charge.
Positions of all 29 atoms, in Å:
O (-0.592, 2.556, 0.689)  -0.04
H (-1.201, 2.248, 1.380)  0.05
H (1.108, -2.257, 0.950)  0.01
O (2.510, 0.466, 0.631)  -0.05
H (2.522, -0.308, 1.201)  0.02
H (1.692, 2.995, 0.138)  0.01
O (-3.412, -0.582, 1.747)  -0.03
H (1.813, 0.379, -0.032)  -0.03
H (-2.897, -1.401, 1.801)  0.03
O (2.744, -2.022, -2.044)  -0.05
H (-0.823, -1.392, 3.811)  0.05
H (-0.979, 2.007, -0.007)  0.02
O (-0.448, -0.730, 3.217)  -0.04
H (1.934, -2.824, -0.207)  0.02
H (2.599, -1.390, -1.324)  0.01
O (-2.507, 1.548, -2.947)  -0.04
H (-1.579, 1.495, -2.701)  0.02
H (-2.926, 0.726, -2.683)  0.03
O (-1.426, -1.377, 0.017)  0.01
H (-0.092, -0.241, -0.222)  0.01
H (-2.022, -0.699, -0.363)  0.04
O (0.312, -0.041, -1.087)  -0.04
H (-0.175, -0.568, -1.733)  0.06
H (-0.543, -1.065, 2.319)  -0.02
O (1.980, -2.600, 0.735)  -0.04
H (-2.721, -0.130, 1.247)  -0.01
O (1.912, 3.320, -0.747)  -0.07
H (2.195, -1.671, -2.751)  0.04
H (1.023, 3.559, -1.039)  0.02

The expectation value of S² is 0.754. The net charge is 0. As for the multiplicity: 2. Its HOMO-LUMO gap (alpha / beta) is 9.8 / 6.2 eV.


The structure with the least stability is model 1.


Model 1:
Here is 3 unconnected molecules or ions with the total composition C3H12NO2 from OMol25. Energies are from the ωB97M-V functional and the def2-TZVPD basis.

Each line ends with the Löwdin charge.
Positions of all 18 atoms, in Å:
C (-0.591, 3.066, -1.343)  -0.08
C (-0.774, 1.659, -0.938)  -0.11
C (0.002, 0.814, -0.176)  -0.05
N (-0.293, 0.744, 1.348)  0.18
H (0.472, 3.330, -1.406)  0.10
H (-0.904, 3.921, -0.724)  0.09
H (-1.083, 3.225, -2.315)  0.10
H (-1.619, 1.253, -1.525)  0.12
H (0.678, 0.029, -0.492)  0.10
H (-0.037, 1.584, 1.868)  0.16
H (0.256, -0.124, 1.536)  0.10
H (-1.258, 0.504, 1.544)  0.16
H (0.940, -2.615, 0.615)  0.03
H (1.329, -2.040, 1.933)  0.07
O (0.957, -1.745, 1.091)  -0.08
H (1.336, -4.579, -0.654)  0.08
H (-0.094, -4.742, -0.364)  0.08
O (0.682, -4.285, 0.003)  -0.05

The net charge is +1. Its HOMO-LUMO gap is 7.1 eV.


Model 2:
Here is 2 unconnected molecules or ions with the total composition C3H12NO2 from OMol25. Energies are from the ωB97M-V functional and the def2-TZVPD basis.

Each line ends with the Löwdin charge.
Positions of all 18 atoms, in Å:
O (-2.184, 0.924, -0.495)  -0.04
C (-1.109, 0.764, -1.389)  -0.24
C (0.067, 1.540, -0.802)  -0.07
N (0.242, 1.197, 0.699)  0.02
C (1.635, 0.973, 1.159)  0.00
H (-2.987, 0.574, -0.909)  0.12
H (-1.233, 1.261, -2.358)  0.14
H (-0.866, -0.288, -1.562)  0.13
H (1.014, 1.257, -1.250)  0.13
H (-0.136, 2.606, -0.860)  0.14
H (-0.321, 1.823, 1.260)  0.18
H (-0.191, 0.266, 0.685)  0.17
H (2.277, 1.835, 1.303)  0.11
H (1.527, 0.394, 2.074)  0.11
H (2.196, 0.345, 0.464)  0.11
H (-0.115, -5.667, 1.222)  0.04
H (0.482, -4.896, 0.094)  0.03
O (-0.296, -4.906, 0.663)  -0.07

The net charge is +1. Its HOMO-LUMO gap is 10.7 eV.


The structure with the least stability is model 1.


Model 1:
Here is 3 unconnected molecules or ions with the total composition C3H12NO2 from OMol25. Energies are from the ωB97M-V functional and the def2-TZVPD basis.

Each line ends with the Löwdin charge.
Positions of all 18 atoms, in Å:
C (1.100, -1.646, -1.307)  -0.05
C (0.245, -1.255, -0.107)  -0.19
C (1.166, 0.614, 1.066)  0.18
N (0.345, 0.193, 0.200)  0.06
H (0.682, -1.184, -2.194)  0.09
H (2.141, -1.426, -1.123)  0.08
H (1.008, -2.720, -1.463)  0.09
H (-0.782, -1.479, -0.328)  0.12
H (0.465, -1.801, 0.799)  0.13
H (1.185, 1.671, 1.278)  0.12
H (1.955, -0.035, 1.408)  0.13
H (-0.489, 0.723, -0.047)  0.13
H (0.221, 3.221, -1.137)  0.05
H (-1.032, 3.045, -1.933)  0.06
O (-0.583, 2.688, -1.154)  -0.05
H (-2.602, -0.981, 2.219)  0.06
H (-2.834, 0.542, 1.937)  0.05
O (-2.192, -0.170, 1.884)  -0.05

The net charge is +1. Its HOMO-LUMO gap is 10.7 eV.


Model 2:
Here is 2 unconnected molecules or ions with the total composition C3H12NO2 from OMol25. Energies are from the ωB97M-V functional and the def2-TZVPD basis.

Each line ends with the Löwdin charge.
Positions of all 18 atoms, in Å:
C (-0.141, 0.508, 0.057)  -0.11
C (0.653, 0.211, -1.211)  -0.43
C (1.569, 1.331, -1.640)  -0.02
O (1.296, -1.045, -1.082)  -0.02
N (-0.816, -0.708, 0.556)  0.19
H (0.294, 1.115, 0.851)  0.15
H (-0.923, 1.195, -0.286)  0.14
H (-0.129, 0.111, -1.972)  0.15
H (1.019, 2.268, -1.701)  0.10
H (1.926, 1.100, -2.647)  0.10
H (2.437, 1.478, -1.033)  0.09
H (2.188, -1.011, -1.452)  0.11
H (-0.119, -1.449, 0.692)  0.17
H (-1.481, -1.077, -0.116)  0.17
H (-1.431, -0.566, 1.390)  0.12
H (-1.702, -1.024, 3.866)  0.08
H (-2.470, -1.637, 2.678)  0.06
O (-2.168, -0.799, 3.051)  -0.03

The net charge is +1. Its HOMO-LUMO gap is 11.4 eV.


The structure with the least stability is model 1.


Model 1:
Here is 2 unconnected molecules or ions with the total composition C2H7NO3 from OMol25. Energies are from the ωB97M-V functional and the def2-TZVPD basis.

Each line ends with the Löwdin charge.
Positions of all 13 atoms, in Å:
N (0.415, -0.399, -1.629)  0.02
C (1.578, -0.169, -0.778)  -0.19
C (1.329, -0.957, 0.499)  -0.51
O (1.631, -2.102, 0.615)  0.13
O (0.721, -0.221, 1.491)  0.07
H (0.256, -1.366, -1.838)  0.07
H (0.199, 0.306, -2.305)  0.06
H (2.504, -0.600, -1.186)  0.11
H (1.675, 0.892, -0.587)  0.12
H (-0.106, -0.654, 1.738)  0.12
O (-3.420, 1.581, 1.663)  -0.06
H (-4.128, 2.067, 1.233)  0.03
H (-2.653, 1.623, 1.084)  0.03

The net charge is 0. Its HOMO-LUMO gap is 10.1 eV. Its SMILES is NCC(=O)O.O.


Model 2:
Here is 2 unconnected molecules or ions with the total composition C2H7NO3 from OMol25. Energies are from the ωB97M-V functional and the def2-TZVPD basis.

Each line ends with the Löwdin charge.
Positions of all 13 atoms, in Å:
N (-0.085, -1.342, 0.149)  0.02
C (-1.058, -0.442, -0.515)  -0.17
C (-0.233, 0.650, -1.081)  -0.54
O (0.435, 0.597, -2.096)  0.10
O (-0.238, 1.744, -0.316)  0.11
H (0.711, -1.505, -0.453)  0.08
H (-0.511, -2.239, 0.343)  0.08
H (-1.740, -0.001, 0.213)  0.12
H (-1.680, -0.997, -1.221)  0.12
H (0.233, 2.549, -0.512)  0.13
O (1.665, 0.635, 2.026)  -0.09
H (1.547, 0.306, 1.117)  0.00
H (0.953, 0.043, 2.345)  0.04

The net charge is 0. Its HOMO-LUMO gap is 11.0 eV. Its SMILES is NCC(=O)O.O.


Model 3:
Here is 2 unconnected molecules or ions with the total composition C2H7NO3 from OMol25. Energies are from the ωB97M-V functional and the def2-TZVPD basis.

Each line ends with the Löwdin charge.
Positions of all 13 atoms, in Å:
N (2.456, -0.271, -0.174)  0.01
C (1.021, -0.208, 0.096)  -0.19
C (0.616, -0.705, 1.454)  -0.53
O (1.328, -1.115, 2.328)  0.11
O (-0.720, -0.824, 1.513)  0.10
H (2.651, -1.020, -0.820)  0.06
H (2.949, -0.457, 0.693)  0.06
H (0.579, 0.787, -0.026)  0.12
H (0.518, -0.813, -0.654)  0.12
H (-0.929, -1.327, 2.310)  0.13
O (-3.477, 2.028, -1.833)  -0.06
H (-3.765, 1.274, -2.365)  0.03
H (-3.226, 2.651, -2.524)  0.03

The net charge is 0. Its HOMO-LUMO gap is 10.3 eV. Its SMILES is NCC(=O)O.O.


Model 4:
Here is 2 unconnected molecules or ions with the total composition C2H7NO3 from OMol25. Energies are from the ωB97M-V functional and the def2-TZVPD basis.

Each line ends with the Löwdin charge.
Positions of all 13 atoms, in Å:
N (-0.009, 0.997, -0.092)  -0.01
C (0.702, 0.195, 0.869)  -0.19
C (1.597, -0.958, 0.217)  -0.37
O (1.222, -1.510, -0.864)  0.02
O (2.407, -1.660, 1.129)  0.04
H (-0.236, 0.455, -0.909)  0.06
H (0.501, 1.858, -0.293)  0.08
H (1.490, 0.775, 1.293)  0.10
H (-0.147, -0.228, 1.537)  0.15
H (2.827, -2.377, 0.595)  0.12
O (-3.064, 0.853, -1.124)  -0.12
H (-3.616, 0.780, -1.993)  0.09
H (-3.674, 0.821, -0.365)  0.03

The net charge is 0. Its HOMO-LUMO gap is 9.9 eV. Its SMILES is NCC(=O)O.O.


The structure with the least stability is model 4.